{"formula": "C6H8N2O3", "method": "the ωB97M-V functional and the def2-TZVPD basis", "e_above_lowest_kcal_mol": 164.3, "e_homo_ev": [-8.19, -8.19], "total_energy_ha": -568.43159, "lumo_ha": [-0.01260, -0.01261], "fmax_ev_per_a": 4.79, "gap_ev": [7.85, 7.85], "species": ["C", "C", "C", "C", "C", "C", "N", "N", "O", "O", "O", "H", "H", "H", "H", "H", "H", "H", "H"], "positions_angstrom": [[-0.85383, 0.16883, -0.96111], [0.12048, 0.85285, -1.60773], [0.71625, 0.01293, 0.89749], [-0.81148, 0.24654, 0.55216], [1.19470, 1.53081, -0.95913], [-1.80178, -0.71784, 1.09514], [1.42126, 1.24673, 0.29131], [0.74462, -1.99300, -0.49245], [2.21083, 1.80636, 1.03995], [1.55655, -2.70621, -0.97215], [1.38003, -1.00816, 0.33437], [-1.64866, -0.58642, -1.32102], [0.14398, 0.80560, -2.71891], [0.88921, 0.14445, 2.01908], [-1.06548, 1.30555, 0.76541], [1.85542, 2.10191, -1.61018], [-1.62014, -0.99296, 2.19956], [-1.64447, -1.76762, 0.58343], [-2.78751, -0.45032, 0.86477]], "forces_ev_per_angstrom": [[-0.3, -0.4, -0.1], [-1.7, -1.6, -1.9], [-2.7, 3.0, 1.3], [1.3, -0.1, -1.3], [-0.3, -0.4, -0.9], [2.1, -4.0, 1.6], [-0.7, -0.4, -0.1], [0.7, -1.3, -0.7], [1.5, 0.8, 1.0], [-1.4, 1.7, 1.1], [1.9, -2.1, -0.1], [1.5, 1.8, -0.2], [0.0, 0.2, 0.9], [0.1, -0.5, -1.6], [0.4, -0.5, 0.5], [0.1, 0.3, 1.0], [-0.7, 0.8, -1.5], [-0.3, 2.0, 0.8], [-1.5, 0.6, 0.1]]}

=====

{"formula": "C24H46BF6N3O9S2", "method": "the ωB97M-V functional and the def2-TZVPD basis", "e_homo_ev": -7.83, "total_energy_ha": -3203.80394, "lumo_ha": -0.02576, "fmax_ev_per_a": 2.37, "gap_ev": 7.13, "species": ["C", "C", "O", "B", "O", "N", "C", "C", "C", "C", "C", "C", "C", "C", "C", "C", "C", "C", "O", "C", "C", "C", "O", "C", "C", "N", "C", "C", "C", "O", "H", "H", "H", "H", "H", "H", "H", "H", "H", "H", "H", "H", "H", "H", "H", "H", "H", "H", "H", "H", "H", "H", "H", "H", "H", "H", "H", "H", "H", "H", "H", "H", "H", "H", "H", "H", "H", "H", "H", "H", "H", "H", "H", "H", "H", "H", "C", "F", "F", "F", "S", "O", "O", "N", "S", "O", "O", "C", "F", "F", "F"], "positions_angstrom": [[-2.82796, 2.62039, -1.87379], [-1.87388, 2.12148, -2.95015], [-1.18639, 0.90155, -2.54907], [0.12757, 0.97964, -2.42384], [0.94406, 1.48852, -3.40472], [0.85008, 0.47747, -1.16363], [0.34573, -0.86456, -0.70429], [1.30842, -1.94535, -1.25130], [2.48559, -2.29522, -0.30825], [2.32299, -3.60597, 0.47341], [2.40797, -4.84741, -0.41657], [3.43182, -3.63755, 1.56719], [2.81271, -3.41182, 2.96701], [2.54165, -4.76462, 3.63603], [1.84306, -4.79177, 4.81064], [2.33893, -4.12937, 6.06334], [0.50030, -5.51699, 4.86587], [0.10011, -0.97025, 0.80092], [0.97445, -0.26194, 1.66129], [1.56636, 0.90273, 1.12219], [0.86159, 1.53812, -0.06595], [1.79446, 2.66748, -0.58910], [-0.45739, 1.92411, 0.08775], [-0.82926, 2.44683, 1.36310], [-0.24185, 3.82515, 1.71133], [0.77654, 3.76913, 2.76183], [1.55046, 5.03496, 2.85811], [3.04853, 4.78026, 2.64229], [3.62207, 5.54027, 1.41194], [3.74267, 5.13294, 3.83430], [-3.28180, 1.78696, -1.35485], [-3.63146, 3.14244, -2.39404], [-2.37889, 3.33768, -1.18752], [-1.20483, 2.93595, -3.22814], [-2.49080, 1.86124, -3.80667], [0.87981, 0.96672, -4.21847], [1.81710, 0.34021, -1.45788], [-0.60668, -1.07691, -1.18668], [1.72399, -1.64897, -2.21990], [0.74701, -2.86127, -1.42519], [2.73972, -1.50584, 0.40055], [3.36856, -2.43359, -0.93805], [1.37893, -3.67710, 1.01644], [3.41632, -5.03526, -0.78492], [1.68180, -4.84295, -1.23045], [2.14510, -5.69641, 0.21796], [4.13669, -2.83164, 1.36796], [3.94275, -4.59722, 1.58680], [1.86540, -2.87965, 2.91077], [3.48753, -2.83984, 3.61997], [2.95176, -5.65221, 3.16124], [3.39766, -3.89473, 6.00928], [2.15957, -4.76589, 6.92795], [1.81553, -3.18259, 6.26548], [0.61056, -6.58071, 5.09378], [-0.10343, -5.01505, 5.62243], [0.00913, -5.36359, 3.91246], [0.07339, -2.01875, 1.08023], [-0.91320, -0.59733, 0.98871], [1.70684, 1.60718, 1.94021], [2.58349, 0.64868, 0.78268], [1.16748, 3.46814, -0.97378], [2.53583, 2.31193, -1.29770], [2.30370, 3.07512, 0.28428], [-0.70774, 1.73582, 2.18355], [-1.90416, 2.60595, 1.29719], [-1.06698, 4.46016, 2.06141], [0.11840, 4.31795, 0.81398], [0.35737, 3.62415, 3.67025], [1.17637, 5.78952, 2.16656], [1.42802, 5.43841, 3.86350], [3.22830, 3.71635, 2.45534], [2.80950, 5.84285, 0.75620], [4.32186, 4.91791, 0.85736], [4.15158, 6.41243, 1.79422], [4.68874, 5.15497, 3.63423], [-4.72702, -0.65769, -3.14500], [-4.05845, -0.04220, -2.15446], [-3.83029, -1.35870, -3.86321], [-5.55930, -1.54794, -2.59122], [-5.59706, 0.59319, -4.16166], [-4.52797, 1.42135, -4.66742], [-6.50089, 1.23244, -3.24689], [-6.23673, -0.41651, -5.19000], [-7.13242, 0.21028, -6.34646], [-6.42040, 0.96407, -7.34058], [-8.39431, 0.75098, -5.92835], [-7.55074, -1.37479, -7.17167], [-8.20345, -2.20447, -6.34191], [-6.44753, -2.01770, -7.59176], [-8.33066, -1.16179, -8.23606]], "forces_ev_per_angstrom": [[0.1, 0.2, -0.2], [-1.5, 0.3, -0.4], [0.4, 0.2, 1.1], [-0.5, 0.4, -1.3], [0.8, -0.7, 0.4], [-0.5, -0.2, 0.3], [0.3, -1.5, -0.5], [0.5, 0.1, 0.8], [-0.2, -0.3, -0.5], [0.9, -0.3, 0.2], [-0.3, -0.2, 0.5], [-0.9, 0.5, 0.4], [1.9, -0.9, 1.0], [-0.1, 1.1, 0.3], [0.0, -1.1, -0.3], [-0.8, 1.8, -0.4], [1.2, -0.4, 0.4], [-1.0, 0.9, 0.0], [0.1, -0.2, -0.2], [0.3, -0.6, 0.3], [1.3, 0.3, -0.3], [-0.7, 0.0, 1.0], [0.3, -0.3, 0.3], [-0.8, 0.9, 0.3], [-0.6, -0.3, 0.9], [0.6, 0.7, -0.6], [0.2, -0.8, 0.6], [0.6, 0.3, -0.8], [-0.2, -0.3, 0.8], [0.2, 0.1, 0.0], [0.0, 0.1, 0.2], [-0.1, 0.0, 0.0], [0.1, -0.2, 0.1], [0.5, -0.4, -0.1], [0.2, -0.1, -0.1], [-0.2, 0.6, -0.1], [0.1, 0.1, 0.3], [-0.2, 0.5, 0.0], [-0.3, 0.1, -0.1], [-0.2, 0.1, -0.1], [-0.2, 0.2, -0.1], [0.1, 0.0, 0.1], [-0.2, 0.3, -0.2], [0.0, 0.2, -0.2], [0.1, 0.1, -0.2], [0.0, -0.1, -0.1], [0.3, -0.2, -0.1], [0.2, 0.1, -0.2], [0.0, 0.2, -0.1], [0.0, 0.3, -0.2], [-1.6, -0.3, -0.9], [0.1, -0.1, -0.1], [-0.1, -0.2, -0.1], [0.0, 0.0, 0.3], [-0.4, -0.1, 0.1], [0.0, -0.2, 0.2], [-0.1, -0.3, -0.1], [0.3, -0.1, 0.0], [0.0, 0.0, -0.1], [-0.3, 0.2, -0.1], [0.0, 0.1, -0.2], [0.2, -0.1, -0.5], [0.0, 0.1, -0.2], [0.2, 0.1, -0.1], [0.4, -0.2, -0.2], [-0.1, -0.3, -0.4], [-0.1, -0.1, -0.2], [0.3, -0.1, 0.0], [-0.3, -0.2, -0.2], [-0.1, -0.1, -0.1], [0.1, 0.1, 0.0], [-0.4, -0.1, 0.1], [0.1, 0.1, -0.2], [0.1, 0.0, -0.1], [-0.1, 0.2, -0.3], [-0.2, 0.0, 0.1], [0.0, -0.9, -0.1], [-0.1, -0.1, 0.0], [0.0, 0.3, 0.1], [0.1, 0.3, 0.0], [0.0, 0.1, 0.2], [0.1, -0.2, -0.1], [0.0, -0.1, 0.0], [0.1, 0.8, 0.1], [-0.5, 0.3, -0.7], [0.3, -0.2, 0.2], [0.1, -0.2, 0.3], [0.1, -0.9, 0.0], [0.1, 0.2, -0.1], [-0.2, 0.2, 0.0], [0.1, 0.2, 0.2]]}

=====

{"formula": "C5H9N", "method": "the ωB97M-V functional and the def2-TZVPD basis", "e_above_lowest_kcal_mol": 25.0, "e_homo_ev": -9.07, "total_energy_ha": -250.62705, "lumo_ha": 0.03996, "fmax_ev_per_a": 2.05, "gap_ev": 10.16, "species": ["C", "C", "C", "C", "C", "H", "H", "H", "H", "H", "H", "H", "H", "H", "N"], "positions_angstrom": [[-1.68369, -1.28513, 0.35480], [-0.64825, -0.46321, 0.10255], [0.45325, -0.08383, 1.07277], [1.28023, 0.96266, 0.26441], [-0.41036, 0.25271, -1.18653], [-1.74932, -1.82627, 1.29669], [-2.48840, -1.47384, -0.43228], [0.07652, 0.41216, 1.95727], [1.05882, -0.94422, 1.44414], [0.96861, 1.92805, 0.61291], [2.36340, 0.92444, 0.45337], [1.56371, 0.06365, -1.55595], [-1.00563, 1.14699, -1.24792], [-0.72903, -0.40702, -1.98244], [0.95015, 0.79286, -1.15380]], "forces_ev_per_angstrom": [[0.0, 0.3, -1.2], [-0.9, -0.9, 1.1], [0.8, -0.2, -0.1], [0.2, -0.8, 0.4], [-0.4, 0.7, 0.5], [-0.2, 0.2, -0.2], [1.2, 0.2, 1.2], [-0.3, -0.1, 0.3], [-0.4, 0.5, -0.5], [-0.3, 0.8, -0.1], [-0.3, -0.2, -0.3], [-0.2, 0.7, 0.4], [-0.9, 0.3, 0.0], [0.6, 0.1, -0.7], [1.1, -1.5, -0.9]]}

=====

{"formula": "C5H10NO3", "method": "the ωB97M-V functional and the def2-TZVPD basis", "e_above_lowest_kcal_mol": 6.9, "e_homo_ev": -4.63, "total_energy_ha": -477.09091, "lumo_ha": 0.14513, "fmax_ev_per_a": 2.27, "gap_ev": 8.58, "charge": -1, "species": ["C", "C", "C", "O", "N", "H", "H", "H", "H", "H", "H", "H", "C", "C", "O", "O", "H", "H", "H"], "positions_angstrom": [[1.68462, -0.00174, -0.29701], [2.06431, -0.76211, -1.59903], [1.78077, -0.90880, 0.90497], [2.82159, -1.28248, 1.42537], [0.55108, -1.18742, 1.44203], [2.39744, 0.82670, -0.20850], [0.69442, 0.44150, -0.45374], [2.59200, -1.71885, -1.50230], [0.44320, -1.81576, 2.21325], [-0.24158, -1.00084, 0.83756], [2.75682, -0.18384, -2.22668], [1.17292, -0.86277, -2.22437], [-3.16126, 1.63678, 0.40095], [-2.01894, 0.64942, -0.05029], [-2.24820, -0.54388, 0.22574], [-0.97280, 1.23168, -0.43610], [-2.96494, 1.89060, 1.43611], [-4.09341, 1.06278, 0.33414], [-3.25807, 2.52904, -0.22209]], "forces_ev_per_angstrom": [[1.0, -0.3, -1.2], [0.2, 0.4, -0.7], [-1.0, 0.4, 1.0], [0.3, -0.1, -0.2], [0.5, 0.3, -1.0], [0.0, -0.2, 0.5], [0.2, -0.2, 0.4], [-0.4, 0.0, 0.4], [0.2, -0.2, 0.1], [-0.6, 0.1, 0.3], [-0.1, 0.2, 0.2], [0.0, -0.4, 0.1], [-0.3, -1.0, -0.9], [-0.4, 1.9, 1.2], [0.6, -0.5, -0.5], [-0.5, -0.7, -0.4], [0.0, 0.2, 0.2], [0.0, 0.3, 0.2], [0.3, 0.0, 0.1]]}